No. 1
Density functional theory data (wB97M-V/def2-TZVPD) for the ion C9H7N4O with charge +1 at a distorted geometry.

Cartesian coordinates (Å):
C  -3.474  -0.122  0.070
C  -2.902  0.706  1.030
C  -2.723  -0.594  -1.002
C  -1.575  1.063  0.935
C  -1.403  -0.227  -1.138
C  -0.816  0.609  -0.166
C  0.504  0.985  -0.262
C  2.887  -0.801  0.077
C  3.651  0.367  0.017
N  1.554  1.508  -0.287
N  1.772  -2.849  0.353
N  2.492  -1.899  0.256
N  2.832  1.541  -0.202
O  4.835  0.502  0.102
H  -4.511  -0.406  0.158
H  -3.496  1.067  1.855
H  -3.178  -1.245  -1.733
H  -1.112  1.697  1.674
H  -0.808  -0.584  -1.963
H  2.176  -3.757  0.533
H  3.294  2.439  -0.308

Summary:
Gap between HOMO and LUMO = 0.293 Ha
SMILES = N=[N+]=C=C([O-])N[N+]#Cc1ccccc1
F_max = 2.47 eV/Å
E_HOMO = -12.95 eV
LUMO level = -0.183 hartree
Total charge = +1

***

No. 2
Density functional theory data (wB97M-V/def2-TZVPD) for an isolated molecule of C9H7NO2 at a distorted geometry.

Cartesian coordinates (Å):
C  0.855  1.386  -0.106
C  1.908  0.625  -0.108
C  1.941  -0.904  -0.032
C  -0.376  -0.812  0.024
C  -1.505  -1.649  -0.066
C  -2.789  -1.029  0.148
C  -2.827  0.366  0.038
C  -1.684  1.150  -0.142
C  -0.372  0.619  -0.059
H  -0.091  3.408  0.126
H  1.692  3.145  0.574
H  2.825  1.127  0.011
H  -1.413  -2.708  0.017
H  -3.665  -1.623  0.224
H  -3.812  1.031  0.286
H  -1.708  2.254  0.151
N  0.842  2.801  0.025
O  2.937  -1.532  0.229
O  0.735  -1.561  -0.197

Summary:
Gap between HOMO and LUMO = 0.327 Ha
SMILES = Nc1cc(=O)oc2ccccc12
F_max = 4.08 eV/Å
E_HOMO = -8.76 eV
LUMO level = 0.005 hartree
Total charge = 0

***

No. 3
Density functional theory data (wB97M-V/def2-TZVPD) for an isolated molecule of C9H7NO3 at a distorted geometry.

Cartesian coordinates (Å):
C  2.231  -1.206  -1.311
C  2.520  -1.461  0.032
C  1.211  -0.366  -1.647
C  1.566  -1.094  0.991
C  0.324  0.165  -0.659
C  0.484  -0.235  0.696
C  -0.927  1.005  -1.000
C  -0.277  0.040  1.849
C  -2.211  0.860  -0.207
N  -0.692  0.217  2.906
O  -0.973  1.641  -2.038
O  -1.045  0.511  3.975
O  -3.222  1.433  -0.934
H  2.808  -1.475  -2.128
H  3.416  -2.147  0.323
H  0.864  -0.100  -2.637
H  1.647  -1.339  2.099
H  -2.396  -0.120  0.073
H  -2.194  1.317  0.726
H  -3.136  2.356  -1.106

Summary:
Gap between HOMO and LUMO (alpha / beta) = 0.323 / 0.323 Ha
SMILES = O=C(CO)c1ccccc1C#[N+][O-]
F_max = 3.58 eV/Å
E_HOMO (alpha / beta) = -9.23 / -9.23 eV
LUMO level (alpha / beta) = -0.016 / -0.016 hartree
Total charge = 0